# C31H95NO19

A 17-piece molecular cluster, C31H95NO19 overall (wB97M-V/def2-TZVPD, OMol25).

Properties
LUMO level: 0.014 Ha
Multiplicity: 1
Gap between HOMO and LUMO: 9.4084 eV
Maximum force: 0.164 hartree/bohr

```
146
C31H95NO19 wB97M-V/def2-TZVPD
C -0.3091 -1.6148 1.1109
C 0.4796 -0.2679 0.5388
O 1.8867 -0.2075 0.9642
C 2.0538 0.4740 2.2580
C 2.1201 2.0999 1.9150
C 2.3205 3.0498 3.2355
C 1.4750 2.5886 4.5620
C -0.1035 3.1410 4.5282
O -0.7269 2.4849 3.3693
C -1.6539 3.3713 2.6498
O -2.3022 4.4316 3.1981
N -1.9543 3.0433 1.2041
C -1.4745 4.1069 0.2426
C -0.2517 5.0485 0.7949
C -3.4474 2.8272 0.9633
C -3.9266 1.2775 1.2021
C -4.7262 1.0040 2.6068
C -6.0448 1.9464 2.8532
C -3.7894 1.0731 3.9588
H -0.1919 -1.6680 2.2783
H -1.4628 -1.4168 0.8956
H 0.1133 -2.5412 0.5327
H -0.1771 0.6476 0.8643
H 0.4920 -0.2472 -0.6533
H 3.1054 0.2240 2.7627
H 1.1671 0.2765 3.0037
H 1.0500 2.3554 1.4524
H 2.9136 2.3562 1.0885
H 3.4784 3.1663 3.4173
H 1.9261 4.1412 2.9550
H 1.5447 1.4452 4.8229
H 1.9654 3.1577 5.4883
H -0.6426 2.7374 5.4875
H -0.0221 4.3061 4.4595
H -2.3117 4.8112 -0.1734
H -1.0412 3.5236 -0.7047
H 0.0182 5.7959 -0.0961
H -0.5781 5.7665 1.6913
H 0.7479 4.4724 1.0296
H -4.1285 3.6004 1.5302
H -3.6136 3.0509 -0.1974
H -3.0209 0.5210 1.0957
H -4.6896 1.0264 0.3218
H -5.1281 -0.1186 2.5483
H -6.9817 1.5955 2.2053
H -5.8615 3.0985 2.7532
H -6.3770 1.7687 3.9850
H -3.6881 2.1979 4.2708
H -4.3010 0.5144 4.8799
H -2.7345 0.6176 3.7310
C 3.6813 -1.6368 -2.3700
O 3.8077 -1.9039 -0.9855
H 4.2824 -2.3591 -2.9274
H 2.6338 -1.7320 -2.6664
H 4.0406 -0.6267 -2.5815
H 3.2639 -1.2478 -0.5170
C -6.8882 2.8066 -1.5270
O -6.3364 2.9552 -0.2317
H -6.1750 2.2705 -2.1576
H -7.8176 2.2352 -1.4649
H -7.0820 3.7924 -1.9569
H -6.9911 3.4338 0.3046
C 2.6852 -4.6660 -4.7550
O 3.0989 -3.3618 -5.1186
H 2.5934 -4.7194 -3.6677
H 1.7163 -4.8825 -5.2115
H 3.4291 -5.3923 -5.0917
H 3.1718 -3.3448 -6.0880
C 0.2676 -1.5829 -5.6501
O 0.1271 -2.1422 -4.3572
H -0.7041 -1.5933 -6.1493
H 0.6206 -0.5521 -5.5660
H 0.9788 -2.1767 -6.2297
H 1.0046 -2.1195 -3.9390
C 6.4212 -3.0277 0.7298
O 7.4277 -3.2674 1.6961
H 6.0290 -3.9856 0.3802
H 5.6121 -2.4481 1.1811
H 6.8482 -2.4812 -0.1147
H 7.7565 -2.4000 1.9876
C -3.9324 -1.2784 -6.1758
O -4.0729 -1.8377 -4.8828
H -4.9041 -1.2889 -6.6749
H -3.5794 -0.2477 -6.0916
H -3.2212 -1.8722 -6.7553
H -3.1954 -1.8150 -4.4646
C 5.3292 0.5369 4.9636
O 5.3439 1.6298 4.0638
H 4.3096 0.1515 5.0379
H 5.9883 -0.2514 4.5917
H 5.6629 0.8707 5.9493
H 6.2607 1.9504 4.0185
C -2.9991 -5.5572 -4.9056
O -4.1771 -4.8192 -5.1740
H -3.1329 -6.5815 -5.2612
H -2.1547 -5.1000 -5.4273
H -2.8128 -5.5691 -3.8289
H -4.0287 -3.9154 -4.8478
C 8.6676 0.0892 0.3290
O 8.5271 -0.4701 1.6220
H 7.6959 0.0788 -0.1701
H 9.0206 1.1199 0.4132
H 9.3788 -0.5046 -0.2505
H 9.4046 -0.4474 2.0402
C -9.3864 2.4715 5.5896
O -8.2917 1.5846 5.4506
H -9.0302 3.4972 5.4685
H -10.1326 2.2541 4.8214
H -9.8264 2.3559 6.5832
H -8.6382 0.6831 5.5629
C -1.1207 -1.7082 5.3390
O -0.3134 -0.5485 5.4259
H -0.6115 -2.5340 5.8413
H -2.0801 -1.5230 5.8283
H -1.2789 -1.9655 4.2887
H -0.7907 0.1667 4.9720
C 0.7472 0.3319 9.1676
O 0.8062 -0.9250 8.5187
H 0.6908 0.1722 10.2469
H 1.6465 0.9067 8.9330
H -0.1416 0.8736 8.8347
H 0.8555 -0.7513 7.5633
C 0.2062 0.8496 -9.0154
O 1.2127 0.6099 -8.0491
H -0.1860 -0.1083 -9.3650
H -0.6029 1.4293 -8.5641
H 0.6332 1.3961 -9.8599
H 1.5415 1.4773 -7.7576
C -0.9758 -5.2261 -8.2850
O 0.2972 -4.7564 -7.8810
H -0.8799 -5.7244 -9.2525
H -1.3538 -5.9377 -7.5469
H -1.6636 -4.3821 -8.3788
H 0.1807 -4.3194 -7.0202
C 1.8527 1.7390 -13.2583
O 1.7121 1.1797 -11.9654
H 0.8809 1.7285 -13.7574
H 2.2056 2.7697 -13.1742
H 2.5638 1.1452 -13.8379
H 2.5896 1.2024 -11.5472
C 3.5563 -1.9477 9.3447
O 4.2885 -0.7440 9.4841
H 3.1280 -1.9887 8.3405
H 4.2244 -2.8004 9.4887
H 2.7512 -1.9732 10.0832
H 4.6563 -0.7358 10.3841
```

Here are the Mulliken charges for atoms 1 to 4, given in e: C -0.661; C 0.359; O -0.133; C 0.178